[1]
Entry from the OMol25 dataset: a molecular structure, C37H33N8OOsSSe in a non-equilibrium geometry (the ωB97M-V functional and the def2-TZVPD basis).

The spin multiplicity is 1. For the highest occupied orbital energy (alpha / beta), the calculation gives -9.24 / -9.25 eV. Its LUMO energy (alpha / beta) is -4.144 / -4.081 eV. Its net charge is +1. The gap between HOMO and LUMO (alpha / beta) comes out at 5.10 / 5.17 eV.

```
82
Properties=species:S:1:pos:R:3:forces:R:3:mulliken_charge:R:1
Os 0.097319 0.983037 -0.457385 -0.8 -0.9 -0.2 1.192
C -1.705413 1.628653 -0.226535 0.6 -0.3 0.1 -0.788
C -2.887250 2.024524 -0.139522 -0.1 0.1 0.0 0.250
C -4.146166 2.450225 0.102053 0.0 0.1 0.0 0.388
C -5.183362 2.236626 -0.921441 -0.1 0.0 0.0 0.415
C -6.260474 3.115504 -1.059032 0.0 0.1 0.0 -0.272
C -7.226129 2.897561 -2.027794 0.0 0.0 0.0 -0.797
C -7.133884 1.799162 -2.869965 0.0 0.0 0.0 -0.437
C -6.049323 0.936702 -2.765219 0.0 0.0 0.0 -0.844
C -5.077586 1.161064 -1.808345 0.0 0.0 0.0 -0.131
C -4.430419 3.098885 1.385233 -0.1 0.0 0.0 0.570
C -5.707507 3.055831 1.956760 0.0 -0.1 0.0 -0.189
C -5.932584 3.603028 3.207396 0.0 0.0 0.0 -0.813
C -4.890868 4.200498 3.903418 0.0 0.0 0.0 -0.403
C -3.618178 4.249449 3.346924 0.0 0.0 0.0 -0.742
C -3.387769 3.699492 2.102250 0.1 0.0 -0.1 -0.494
H -6.317560 3.995491 -0.433524 0.0 0.0 0.0 0.618
H -8.050514 3.589545 -2.128977 0.0 0.0 0.0 0.413
H -7.900454 1.618185 -3.610781 0.0 0.0 0.0 0.401
H -5.966702 0.086679 -3.429020 0.0 0.0 0.0 0.428
H -4.229379 0.492621 -1.729415 0.0 0.0 0.0 0.355
H -6.512529 2.549993 1.442909 0.0 0.0 0.0 0.546
H -6.921051 3.555431 3.642417 0.0 0.0 0.0 0.411
H -5.067261 4.619101 4.884794 0.0 0.0 0.0 0.403
H -2.804654 4.715564 3.885444 0.0 0.0 0.0 0.426
H -2.397761 3.739434 1.666079 0.0 0.0 0.0 0.352
C 1.721528 -1.869759 -1.833491 -0.1 -0.1 0.0 -1.347
C 2.556251 -0.748206 -1.334101 0.0 -0.1 -0.1 0.781
N 2.143775 0.439889 -0.921714 0.0 -0.1 0.1 -0.096
C 3.266048 1.157870 -0.556135 -0.1 0.2 -0.1 -1.004
C 4.362036 0.394364 -0.758542 0.0 0.0 0.1 -0.182
N 3.901984 -0.812022 -1.240791 0.1 0.1 -0.2 0.470
C 4.739669 -1.946136 -1.583919 0.0 0.0 0.0 -1.662
N 4.731437 -2.964726 -0.581840 0.1 -0.1 0.0 0.907
N 3.856581 -4.002274 -0.665071 0.0 0.0 -0.1 -0.419
N 4.060265 -4.808999 0.294744 0.0 0.0 0.1 -0.691
C 5.102276 -4.326181 1.060793 0.0 0.0 0.0 0.366
C 5.702021 -4.845471 2.211414 0.0 0.0 0.0 -0.744
C 6.732676 -4.121332 2.760381 0.0 0.0 0.0 -0.565
C 7.169188 -2.907168 2.186747 0.0 0.0 0.0 -0.605
C 6.591182 -2.387601 1.051290 0.0 0.0 0.0 -1.052
C 5.543435 -3.130528 0.502204 0.0 0.0 0.0 1.634
H 0.667889 -1.637434 -1.704390 0.0 0.0 0.0 0.047
H 1.954993 -2.794892 -1.304343 0.0 0.1 0.0 0.360
H 1.910457 -2.044896 -2.895001 0.0 0.0 0.0 0.555
H 3.190923 2.161681 -0.175777 0.0 0.0 0.1 0.544
H 5.407153 0.589681 -0.604772 0.1 0.0 0.0 0.464
H 5.757275 -1.576109 -1.704721 0.0 0.0 -0.1 0.494
H 4.401962 -2.383828 -2.522245 0.0 0.0 0.1 0.254
H 5.363355 -5.777740 2.639226 0.0 0.0 0.0 0.494
H 7.228857 -4.483968 3.649657 0.0 0.0 0.0 0.412
H 7.982487 -2.372649 2.657957 0.0 0.0 0.0 0.412
H 6.932125 -1.456819 0.618667 0.0 0.0 0.0 0.375
N -2.333129 -1.332706 -0.130463 0.0 0.0 0.0 -0.174
C -1.238031 -1.672590 0.576067 -0.3 -0.2 -0.1 0.551
N -0.151240 -0.950542 0.632589 0.1 1.2 -0.8 0.147
C 0.841424 -1.573828 1.409548 0.1 0.0 0.1 -0.601
C 2.098054 -1.068447 1.729034 -0.1 0.0 0.0 -0.134
C 2.951174 -1.839620 2.497112 0.0 0.0 0.0 -0.697
C 2.566897 -3.094636 2.967094 0.0 0.0 0.0 -0.694
C 1.311049 -3.595859 2.683806 0.0 0.0 0.0 -0.611
C 0.461815 -2.822872 1.906845 0.0 0.1 -0.1 0.649
S -1.174200 -3.187135 1.424188 0.0 0.1 0.0 -0.331
H -2.425741 -0.352361 -0.377312 0.0 -0.2 0.0 -0.392
H -3.179140 -1.857726 0.012046 0.0 0.0 0.0 0.345
H 2.378765 -0.077952 1.417327 0.0 0.1 0.0 0.426
H 3.928743 -1.452751 2.752401 0.0 0.0 0.0 0.539
H 3.249995 -3.677708 3.568125 0.0 0.0 0.0 0.495
H 0.995501 -4.555815 3.067133 0.0 0.0 0.0 0.434
C 0.428897 2.159724 -3.843550 -0.1 0.1 0.1 -1.084
C -0.566550 1.093304 -3.522496 0.2 -0.1 0.2 1.013
C -1.654537 0.801626 -4.503083 0.0 -0.1 0.0 -1.371
O -0.529856 0.473059 -2.462778 -0.4 -0.3 -0.1 -0.690
H -0.086247 3.114682 -3.970006 0.0 0.0 0.0 0.337
H 0.914406 1.931651 -4.793530 0.0 0.0 0.0 0.398
H 1.176828 2.248805 -3.057243 0.0 0.0 0.0 0.157
H -1.358535 1.028382 -5.524819 0.0 0.0 0.0 0.468
H -2.504754 1.440500 -4.244370 0.0 0.1 0.0 0.293
H -1.983215 -0.231507 -4.413245 0.0 0.0 0.0 0.339
Se 1.156559 3.375871 3.625695 0.1 0.2 0.3 -0.153
C 0.832542 2.430930 2.187469 -0.1 -0.4 -0.5 0.221
N 0.622155 1.798490 1.221466 0.5 0.6 1.0 -0.338
```
Forces are in eV/Å.

***

[2]
Entry from the OMol25 dataset: 3 unconnected molecules or ions with the total composition C3H12O3S in a non-equilibrium geometry (the ωB97M-V functional and the def2-TZVPD basis).

The spin multiplicity is 1. For the highest occupied orbital energy, the calculation gives -8.97 eV. Its energy relative to the best compared isomer or geometry (same formula, charge and spin) is 14.6 kcal per mole. Its LUMO energy is 0.640 eV. The SMILES is OCCCS.O.O. The gap between HOMO and LUMO comes out at 9.61 eV.

```
19
Properties=species:S:1:pos:R:3:forces:R:3:nbo_charge:R:1
O 0.908072 0.549513 -2.653613 0.1 0.2 0.2 -0.734
C 0.814365 1.028308 -1.301060 -0.8 -0.3 0.0 -0.062
C 1.501886 -0.019910 -0.434140 0.2 -0.3 -1.6 -0.435
C 0.651572 -1.288045 -0.483641 0.6 -0.4 0.3 -0.490
S 1.605045 -2.771530 0.112805 -0.1 0.8 0.2 -0.077
H 0.544594 1.242293 -3.207672 -0.1 0.0 -0.2 0.470
H 1.231994 2.031255 -1.238342 0.3 0.0 0.3 0.172
H -0.250926 1.078022 -1.043097 0.0 0.2 0.2 0.165
H 2.405916 -0.212208 -1.022927 0.3 -0.1 0.5 0.215
H 1.761816 0.299405 0.564464 -0.1 0.1 0.2 0.213
H 0.420525 -1.549778 -1.507129 -0.3 0.4 -0.2 0.230
H -0.262075 -1.108128 0.075218 -0.1 -0.4 0.2 0.213
H 0.561296 -3.431527 0.596937 -0.2 -0.2 0.1 0.120
O -0.090972 0.492985 2.959805 1.2 -0.2 -0.1 -0.930
H -0.500362 -0.363015 2.861725 -0.6 -0.4 0.0 0.466
H 0.851298 0.238982 2.889033 -0.6 0.5 0.1 0.466
O -3.726457 1.201188 0.757624 0.3 -0.6 -0.7 -0.939
H -4.567545 0.760808 0.615516 -0.1 0.1 0.1 0.469
H -3.860041 1.821390 1.458492 -0.2 0.5 0.7 0.471
```
Forces are in eV/Å.

***

[3]
Entry from the OMol25 dataset: 2 unconnected molecules or ions with the total composition C5H7NOS in a non-equilibrium geometry (the ωB97M-V functional and the def2-TZVPD basis).

The spin multiplicity is 1. For the highest occupied orbital energy (alpha / beta), the calculation gives -8.25 / -8.24 eV. Its energy relative to the best compared isomer or geometry (same formula, charge and spin) is 80.6 kcal per mole. Its LUMO energy (alpha / beta) is -1.393 / -1.014 eV. The gap between HOMO and LUMO (alpha / beta) comes out at 6.86 / 7.22 eV.

```
15
Properties=species:S:1:pos:R:3:forces:R:3:nbo_charge:R:1
C -2.274906 -0.294542 0.606657 -1.5 -1.0 -0.2 -0.304
C -1.590983 0.814645 0.986822 -1.0 0.9 0.7 -0.246
C -1.425948 -0.956247 -0.361522 -1.3 2.0 2.6 0.034
C -0.377086 0.794641 0.293129 1.0 -1.2 -1.3 -0.219
C 2.098884 1.593641 -0.746841 -2.1 2.2 3.9 -0.578
N -0.298741 -0.343707 -0.495571 0.8 0.5 -1.1 -0.515
O 2.012465 -1.659617 -0.379385 3.1 -3.1 2.3 -0.956
S 0.873809 1.881277 0.341414 1.1 0.4 0.0 0.744
H -3.300999 -0.680148 0.911781 1.6 0.9 -0.3 0.225
H -1.931840 1.619049 1.603228 -0.1 0.2 0.4 0.225
H -1.771575 -1.809689 -0.800366 0.0 -2.3 -1.5 0.190
H 1.951688 0.849089 -1.392388 0.0 -2.9 -2.6 0.233
H 1.131561 -1.440345 -0.480855 -3.2 1.5 -0.8 0.480
H 2.995333 2.036273 -0.388945 0.7 0.4 -0.4 0.233
H 1.908333 -2.404313 0.302848 0.7 1.5 -1.5 0.456
```
Forces are in eV/Å.

***

[4]
Entry from the OMol25 dataset: a single C4H4N2O molecule in a non-equilibrium geometry (the ωB97M-V functional and the def2-TZVPD basis).

The spin multiplicity is 1. For the highest occupied orbital energy, the calculation gives -9.35 eV. Its energy relative to the best compared isomer or geometry (same formula, charge and spin) is 50.0 kcal per mole. Its LUMO energy is -0.002 eV. The SMILES is O=c1cc[nH]cn1. The gap between HOMO and LUMO comes out at 9.35 eV.

```
11
Properties=species:S:1:pos:R:3:forces:R:3:nbo_charge:R:1
O -0.694481 1.115694 -2.309389 0.0 0.3 0.2 -0.545
C -0.460076 0.696723 -1.196945 -0.6 0.3 -0.1 0.575
C -0.172205 -0.715036 -0.980645 -1.1 0.1 -0.1 -0.255
C 0.366031 -1.171474 0.160234 0.4 0.7 -0.9 -0.087
N 0.241056 -0.343812 1.279820 0.6 0.2 -0.2 -0.591
C -0.099646 0.966122 1.070376 0.0 0.0 0.0 0.311
N -0.321392 1.526678 -0.064541 -0.3 -0.1 0.1 -0.511
H -0.237447 -1.415189 -1.794991 0.6 0.3 -0.6 0.228
H 1.275343 -1.532510 -0.391072 0.1 -1.6 2.2 0.269
H 0.194130 -0.695540 2.227623 0.5 -0.1 -0.3 0.419
H -0.116705 1.574759 1.978310 -0.1 -0.1 -0.2 0.188
```
Forces are in eV/Å.

***

[5]
Entry from the OMol25 dataset: a single C5H9N3 molecule in a non-equilibrium geometry (the ωB97M-V functional and the def2-TZVPD basis).

The spin multiplicity is 1. For the highest occupied orbital energy, the calculation gives -8.22 eV. Its energy relative to the best compared isomer or geometry (same formula, charge and spin) is 164.4 kcal per mole. Its LUMO energy is 0.792 eV. The SMILES is C1=NNC2CN(C1)C2. The gap between HOMO and LUMO comes out at 9.01 eV.

```
17
Properties=species:S:1:pos:R:3:forces:R:3:nbo_charge:R:1
C -0.977181 1.161493 0.089850 -2.1 3.1 0.4 -0.060
N -1.686819 0.163232 -0.051278 -3.5 -1.7 1.2 -0.252
N -1.217700 -1.042062 -0.017534 0.0 -6.8 2.0 -0.436
C 0.214828 -1.241098 0.191532 -0.7 -3.4 -4.6 -0.147
C 0.977226 -0.307815 1.029932 1.4 -1.6 4.7 -0.282
N 1.425143 0.478703 -0.193344 1.9 -2.6 1.5 -0.421
C 0.470644 1.443788 -0.033561 -2.0 4.7 -0.9 -0.309
C 0.821962 -0.584418 -1.059554 -0.2 1.5 -2.6 -0.226
H -1.689698 2.067582 0.043850 1.8 -0.7 0.2 0.200
H -1.799875 -1.957069 0.402613 1.2 4.1 -1.5 0.388
H 0.483178 -2.367963 0.015623 -0.7 1.9 1.5 0.223
H 0.235714 0.260548 1.632522 0.9 -0.3 0.0 0.211
H 1.647443 -0.844506 1.924874 -0.9 1.5 -2.9 0.221
H 0.083347 1.945872 -1.010100 2.7 0.8 0.8 0.236
H 0.786317 2.011398 0.900072 -0.5 0.6 -1.7 0.234
H 1.568537 -1.280812 -1.695977 -1.7 2.1 1.3 0.220
H -0.004206 0.134140 -1.687580 2.3 -3.1 0.6 0.199
```
Forces are in eV/Å.

***

[6]
Entry from the OMol25 dataset: 2 unconnected molecules or ions with the total composition C3H12N4 (the ωB97M-V functional and the def2-TZVPD basis).

The spin multiplicity is 1. For the highest occupied orbital energy, the calculation gives -9.03 eV. Its energy relative to the best compared isomer or geometry (same formula, charge and spin) is 20.8 kcal per mole. Its LUMO energy is 0.887 eV. The SMILES is C/N=C\N.NCN. The gap between HOMO and LUMO comes out at 9.91 eV.

```
19
Properties=species:S:1:pos:R:3:forces:R:3:nbo_charge:R:1
C 0.955231 -1.685336 -0.898147 0.2 -0.3 0.3 -0.449
N 0.420513 -1.600674 -2.239909 0.3 0.7 0.0 -0.491
C -0.715054 -1.077713 -2.437647 -0.2 -0.3 0.0 0.283
N -1.743849 -0.852867 -1.538006 0.3 0.3 0.1 -0.831
H 1.627618 -0.840771 -0.715957 0.0 0.1 -0.2 0.197
H 1.585089 -2.570427 -0.803536 -0.1 -0.1 0.0 0.207
H 0.248574 -1.683005 -0.059021 -0.2 -0.2 -0.1 0.156
H -0.994478 -0.813783 -3.456083 0.0 -0.3 -0.1 0.161
H -1.496750 -0.823034 -0.561681 -0.1 0.0 0.0 0.382
H -2.405329 -0.144691 -1.811223 0.0 0.0 0.1 0.385
N 1.096154 2.029647 0.969674 0.2 0.1 -0.1 -0.846
C -0.145936 1.314251 1.177802 -0.1 0.4 0.2 -0.060
N -0.338505 0.578528 2.420431 0.1 -0.2 0.0 -0.846
H 1.194799 2.823212 1.589711 0.0 -0.1 0.0 0.354
H 1.914579 1.442119 1.069782 -0.1 0.0 0.0 0.352
H -0.941983 2.059077 1.126541 -0.1 -0.1 -0.1 0.178
H -0.282911 0.629956 0.344119 0.1 0.0 0.0 0.165
H 0.479974 0.011927 2.615374 -0.1 -0.1 0.0 0.349
H -0.457734 1.203585 3.207775 0.0 0.1 0.0 0.353
```
Forces are in eV/Å.